Record 1
Here is C2H3LiO2Tb as an isolated structure at a distorted geometry from OMol25. Energies are from ωB97M-V with the def2-TZVPD basis set.

Geometry as XYZ:
```
9
Properties=species:S:1:pos:R:3:lowdin_spin:R:1
H 1.3102 3.8955 1.0088 -0.7931
O -0.0951 3.2147 2.4231 0.1813
C -1.3191 3.4758 2.4814 0.0122
C -2.2504 2.7412 3.2407 0.4090
O -3.4926 3.1543 3.3978 0.2370
Li -3.7892 4.9435 2.9108 0.0132
Tb -5.2075 1.9532 4.5299 6.9322
H -1.7307 4.3028 1.8543 -0.0086
H -1.9309 1.8141 3.7346 0.0168
```

Results
<S²>: 16.767
LUMO level (spin up / spin down) (eV): -9.207 / -10.247
Largest force on an atom (eV Å⁻¹): 3.3
ΔE to the lowest compared entry with this formula, charge and spin (kJ/mol): 325.8
HOMO-LUMO gap (spin up / spin down) (eV): 6.3 / 3.7
HOMO energy (spin up / spin down) (eV): -15.534 / -13.935
Net charge: +2
Multiplicity: 8

***

Record 2
Here is C2H3N in the gas phase at a distorted geometry from OMol25. Energies are from ωB97M-V with the def2-TZVPD basis set.

Geometry as XYZ:
```
6
Properties=species:S:1:pos:R:3:nbo_charge:R:1
C 0.1687 0.5032 -0.0102 -0.7131
C -0.3217 -0.8798 -0.0125 0.2827
N -0.7134 -1.9612 0.0016 -0.3325
H 1.2095 0.4421 -0.3241 0.2535
H 0.0918 0.8019 1.0352 0.2548
H -0.4350 1.0939 -0.6899 0.2546
```

Results
LUMO level (eV): 0.802
Largest force on an atom (eV Å⁻¹): 1.2
ΔE to the lowest compared entry with this formula, charge and spin (kJ/mol): 5.6
Structure (SMILES): CC#N
HOMO-LUMO gap (eV): 12.6
HOMO energy (eV): -11.790
Net charge: 0

***

Record 3
Here is C2H3N in the gas phase at a distorted geometry from OMol25. Energies are from ωB97M-V with the def2-TZVPD basis set.

Geometry as XYZ:
```
6
Properties=species:S:1:pos:R:3:nbo_charge:R:1
C -0.3236 -0.3646 0.0440 -0.7158
C 0.7863 0.5580 -0.1028 0.2424
N 1.0137 1.6938 -0.1955 -0.2778
H -0.9839 -0.3432 -0.8316 0.2571
H -0.8202 -0.2421 1.0136 0.2560
H 0.3276 -1.3020 0.0723 0.2381
```

Results
LUMO level (eV): 0.565
Largest force on an atom (eV Å⁻¹): 4.4
ΔE to the lowest compared entry with this formula, charge and spin (kJ/mol): 86.5
Structure (SMILES): CC#N
HOMO-LUMO gap (eV): 12.0
HOMO energy (eV): -11.461
Net charge: 0

***

Record 4
Here is C2H3N2O as an isolated structure at a distorted geometry from OMol25. Energies are from ωB97M-V with the def2-TZVPD basis set.

Geometry as XYZ:
```
8
Properties=species:S:1:pos:R:3:nbo_charge:R:1
C -0.7916 -0.7551 0.0208 0.5957
C 1.0848 0.0497 -0.0297 -0.3804
N -1.4910 1.6008 0.0252 0.3834
N -1.4944 0.4857 0.1240 0.0121
O -1.1436 -1.8748 0.0233 -0.2897
H 1.0251 0.1093 -1.0745 0.2282
H 1.7364 -0.5811 0.4827 0.2453
H 1.0744 0.9655 0.4282 0.2054
```

Results
LUMO level (eV): -7.719
Largest force on an atom (eV Å⁻¹): 6.4
ΔE to the lowest compared entry with this formula, charge and spin (kJ/mol): 394.9
HOMO-LUMO gap (eV): 9.2
HOMO energy (eV): -16.913
Net charge: +1

***

Record 5
Here is a 2-piece molecular cluster, C2H3N2O2 overall at a distorted geometry from OMol25. Energies are from ωB97M-V with the def2-TZVPD basis set.

Geometry as XYZ:
```
9
Properties=species:S:1:pos:R:3:nbo_charge:R:1
C -0.0102 0.6663 -0.8733 -0.3195
C 0.3447 0.4515 0.5893 -0.1678
N 2.7035 0.3535 0.4834 -0.0279
N -0.6672 1.2426 0.2399 0.0389
O -1.2045 2.3849 0.3788 -0.5735
O 3.1451 0.5014 -0.6322 -0.4049
H 0.6758 1.0279 -1.4964 0.1649
H -0.5865 -0.0170 -1.5357 0.1234
H 0.3662 -0.5111 1.0270 0.1663
```

Results
LUMO level (spin up / spin down) (eV): 4.650 / 4.589
Largest force on an atom (eV Å⁻¹): 4.6
ΔE to the lowest compared entry with this formula, charge and spin (kJ/mol): 681.3
HOMO-LUMO gap (spin up / spin down) (eV): 6.1 / 7.4
HOMO energy (spin up / spin down) (eV): -1.497 / -2.811
Net charge: -1

***

Record 6
Here is a 2-piece molecular cluster, C2H3N2O2 overall at a distorted geometry from OMol25. Energies are from ωB97M-V with the def2-TZVPD basis set.

Geometry as XYZ:
```
9
Properties=species:S:1:pos:R:3:nbo_charge:R:1
C -1.0153 -1.3975 0.6686 -0.5091
C 0.0165 -0.7691 0.2654 -0.0137
N -0.3061 1.1730 -0.1510 -0.3923
N 0.7568 1.5813 -0.7266 0.5320
O 0.6863 2.7573 -1.1173 -0.5817
O 1.8032 0.9739 -0.7741 -0.5817
H -0.9736 -2.3310 1.0670 0.1685
H -1.9617 -1.0545 0.6756 0.1886
H 0.9939 -0.9333 0.0923 0.1894
```

Results
LUMO level (spin up / spin down) (eV): 4.142 / 4.142
Largest force on an atom (eV Å⁻¹): 6.9
ΔE to the lowest compared entry with this formula, charge and spin (kJ/mol): 518.1
HOMO-LUMO gap (spin up / spin down) (eV): 7.8 / 7.8
HOMO energy (spin up / spin down) (eV): -3.665 / -3.666
Net charge: -1

***

Record 7
Here is a 3-piece molecular cluster, C2H3N2O2 overall at a distorted geometry from OMol25. Energies are from ωB97M-V with the def2-TZVPD basis set.

Geometry as XYZ:
```
9
Properties=species:S:1:pos:R:3:nbo_charge:R:1
C -0.4127 -0.0814 1.2363 -0.1722
C 0.5428 0.6877 0.4234 0.1145
N 0.0103 -1.3271 1.0413 -0.2443
N 1.0365 -1.3902 0.3049 0.0476
O -0.4997 -0.0977 -1.6360 -1.2257
O 1.4778 -0.1432 0.0370 -0.2739
H -1.2631 0.3719 1.5324 0.1969
H -1.1744 0.4912 -2.6625 0.2908
H 0.2825 1.4889 -0.2767 0.2665
```

Results
LUMO level (spin up / spin down) (eV): 4.451 / 4.451
Largest force on an atom (eV Å⁻¹): 7.6
ΔE to the lowest compared entry with this formula, charge and spin (kJ/mol): 525.5
HOMO-LUMO gap (spin up / spin down) (eV): 7.2 / 7.2
HOMO energy (spin up / spin down) (eV): -2.777 / -2.775
Net charge: -1

***

Record 8
Here is a 2-piece molecular cluster, C2H3N2O2 overall from OMol25. Energies are from ωB97M-V with the def2-TZVPD basis set.

Geometry as XYZ:
```
9
Properties=species:S:1:pos:R:3:nbo_charge:R:1
C -2.5065 0.3242 -0.1203 0.1109
C 1.9086 -0.2580 -0.1625 -0.4315
N -3.4767 -0.1795 -0.4549 -0.4431
N 0.6946 -0.0661 0.2747 0.4066
O 0.2584 1.1219 0.4557 -0.6449
O -0.0721 -1.0458 0.5164 -0.6116
H -1.5856 0.7793 0.1881 0.2708
H 2.2483 -1.2638 -0.3137 0.1723
H 2.5309 0.5877 -0.3836 0.1705
```

Results
LUMO level (eV): 4.528
Largest force on an atom (eV Å⁻¹): 1.0
ΔE to the lowest compared entry with this formula, charge and spin (kJ/mol): 214.4
HOMO-LUMO gap (eV): 8.1
HOMO energy (eV): -3.541
Net charge: -1

***

Record 9
Here is a 2-piece molecular cluster, C2H3N2O2S overall at a distorted geometry from OMol25. Energies are from ωB97M-V with the def2-TZVPD basis set.

Geometry as XYZ:
```
10
Properties=species:S:1:pos:R:3:nbo_charge:R:1
C 2.4700 0.4220 0.0175 0.8779
C -1.8183 0.4877 0.3324 -0.4342
N 3.6283 0.4067 -0.0872 -0.6367
N 0.2129 -0.3684 -1.3394 0.2808
O 1.3286 0.4384 0.2746 -0.6044
O -0.1256 -1.4001 -0.9965 -0.1126
S -0.8907 1.2023 -0.7356 0.6627
H -2.6279 0.7694 0.9766 0.2805
H -1.4402 -0.5327 0.6086 0.2348
H 4.4118 0.3466 -0.6316 0.4511
```

Results
LUMO level (eV): -6.395
Largest force on an atom (eV Å⁻¹): 2.6
ΔE to the lowest compared entry with this formula, charge and spin (kJ/mol): 49.2
HOMO-LUMO gap (eV): 8.6
HOMO energy (eV): -15.024
Net charge: +1

***

Record 10
Here is C2H3N2O3 as an isolated structure at a distorted geometry from OMol25. Energies are from ωB97M-V with the def2-TZVPD basis set.

Geometry as XYZ:
```
10
Properties=species:S:1:pos:R:3:nbo_charge:R:1
C 0.6655 -1.3824 -1.5644 0.8671
C -0.5175 -0.2146 0.1622 -0.1096
N 0.3200 -0.1449 -0.9286 -0.7066
N -1.0923 -1.7572 0.2124 0.1467
O -0.8685 -2.3973 1.2696 -0.5243
O 1.4355 -1.4874 -2.5308 -0.7509
O 0.0444 -2.3442 -1.0714 -0.5775
H -0.0770 0.2305 1.1455 0.1296
H -1.3907 0.3234 -0.0567 0.1464
H 0.9030 0.6065 -1.1252 0.3791
```

Results
LUMO level (eV): 4.276
Largest force on an atom (eV Å⁻¹): 3.3
ΔE to the lowest compared entry with this formula, charge and spin (kJ/mol): 328.6
HOMO-LUMO gap (eV): 7.6
HOMO energy (eV): -3.336
Net charge: -1

***

Record 11
Here is C2H3N2OP in the gas phase at a distorted geometry from OMol25. Energies are from ωB97M-V with the def2-TZVPD basis set.

Geometry as XYZ:
```
9
Properties=species:S:1:pos:R:3:nbo_charge:R:1
O -0.2309 1.3015 -0.4766 -0.5619
C -0.6016 2.1194 0.4372 0.3938
N -1.3858 1.7217 1.3761 -0.3884
N -1.4526 0.3615 1.3314 -0.2367
C -0.8914 -0.2539 0.4498 0.1960
P -0.3378 -1.9144 -0.0505 0.3496
H -0.3026 3.2041 0.2419 0.1968
H 0.5666 -1.3738 -1.0386 0.0355
H -1.3641 -1.8338 -1.0432 0.0152
```

Results
LUMO level (eV): 0.235
Largest force on an atom (eV Å⁻¹): 3.0
ΔE to the lowest compared entry with this formula, charge and spin (kJ/mol): 264.7
Structure (SMILES): O=C/N=N\C#[PH2]
HOMO-LUMO gap (eV): 10.0
HOMO energy (eV): -9.733
Net charge: 0

***

Record 12
Here is an isolated ion of composition C2H3N2OS and charge -1 at a distorted geometry from OMol25. Energies are from ωB97M-V with the def2-TZVPD basis set.

Geometry as XYZ:
```
9
Properties=species:S:1:pos:R:3:nbo_charge:R:1
O -2.4608 -0.1089 -0.7009 -0.3444
N -1.8060 0.0913 0.3499 0.1035
C -0.4846 0.4781 0.2426 -0.4169
C 0.5473 -0.6573 0.0588 0.0205
N 1.7634 -0.7777 -0.2649 -0.5516
S 2.9115 0.3817 -0.3964 -0.3816
H -0.2636 1.1358 1.1432 0.2211
H -0.1999 1.1122 -0.7269 0.2234
H -0.0073 -1.6552 0.2946 0.1261
```

Results
LUMO level (spin up / spin down) (eV): 3.035 / 3.035
Largest force on an atom (eV Å⁻¹): 5.5
ΔE to the lowest compared entry with this formula, charge and spin (kJ/mol): 278.2
Structure (SMILES): O=NC/C=N\[S-]
HOMO-LUMO gap (spin up / spin down) (eV): 5.6 / 5.6
HOMO energy (spin up / spin down) (eV): -2.546 / -2.546
Net charge: -1

***

Record 13
Here is an isolated ion of composition C2H3N2OS and charge -1 at a distorted geometry from OMol25. Energies are from ωB97M-V with the def2-TZVPD basis set.

Geometry as XYZ:
```
9
Properties=species:S:1:pos:R:3:lowdin_spin:R:1
C -2.0684 -0.1783 0.1063 0.1528
C 1.6799 0.0842 -0.0024 0.0463
N -0.5406 -0.3324 -0.3808 0.3369
N 0.2959 -0.1557 0.5602 0.4747
O -2.5032 -0.9126 0.9741 0.1105
S -2.9215 0.9253 -0.8288 0.8593
H 2.3966 -0.0293 0.7652 -0.0007
H 1.7711 1.0453 -0.2706 0.0146
H 1.8902 -0.4466 -0.9231 0.0055
```

Results
<S²>: 2.008
LUMO level (spin up / spin down) (eV): 3.391 / 1.506
Largest force on an atom (eV Å⁻¹): 6.5
ΔE to the lowest compared entry with this formula, charge and spin (kJ/mol): 0.0
HOMO-LUMO gap (spin up / spin down) (eV): 4.0 / 4.2
HOMO energy (spin up / spin down) (eV): -0.579 / -2.710
Net charge: -1
Multiplicity: 3

***

Record 14
Here is C2H3N2P in the gas phase at a distorted geometry from OMol25. Energies are from ωB97M-V with the def2-TZVPD basis set.

Geometry as XYZ:
```
8
Properties=species:S:1:pos:R:3:nbo_charge:R:1
C 1.6834 -0.2461 0.1211 -0.0713
C 2.9291 -0.3837 0.3505 -0.0088
N 0.4191 0.0618 -0.3198 -0.3956
N -0.8641 0.2771 0.4316 -0.7623
P -2.3207 -0.4613 0.1124 0.4853
H 0.6634 0.9190 -0.9012 0.4053
H -0.7725 0.9242 1.2429 0.4059
H -1.7376 -1.0910 -1.0376 -0.0586
```

Results
LUMO level (spin up / spin down) (eV): -0.619 / -2.275
Largest force on an atom (eV Å⁻¹): 3.6
ΔE to the lowest compared entry with this formula, charge and spin (kJ/mol): 635.4
HOMO-LUMO gap (spin up / spin down) (eV): 9.5 / 5.6
HOMO energy (spin up / spin down) (eV): -10.089 / -7.844
Net charge: 0

***

Record 15
Here is C2H3N3 in the gas phase at a distorted geometry from OMol25. Energies are from ωB97M-V with the def2-TZVPD basis set.

Geometry as XYZ:
```
8
Properties=species:S:1:pos:R:3:nbo_charge:R:1
H -0.1290 2.0782 -1.1092 0.3543
N -0.0762 1.3578 -0.3808 -0.6159
C 0.3276 0.2563 -0.7871 0.1271
C 0.1132 -0.9373 0.5391 -0.1617
N -0.4560 -0.1558 1.6538 -0.0156
N -1.2316 -0.7878 1.0445 -0.0543
H 0.6941 -0.0698 -1.7428 0.1707
H 0.7580 -1.7417 0.7824 0.1953
```

Results
LUMO level (eV): 1.125
Largest force on an atom (eV Å⁻¹): 5.0
ΔE to the lowest compared entry with this formula, charge and spin (kJ/mol): 349.1
Structure (SMILES): [H]/N=C/C1N=N1
HOMO-LUMO gap (eV): 11.0
HOMO energy (eV): -9.854
Net charge: 0

***

Record 16
Here is C2H3N3 in the gas phase at a distorted geometry from OMol25. Energies are from ωB97M-V with the def2-TZVPD basis set.

Geometry as XYZ:
```
8
Properties=species:S:1:pos:R:3:nbo_charge:R:1
N 0.3944 0.7530 0.5853 -0.3328
C -0.2732 0.5029 -0.5234 0.1802
N -0.3082 -0.8401 -0.5720 -0.5784
C 0.3144 -1.4250 0.5459 0.0191
N 0.7511 -0.3904 1.2594 -0.3711
H 0.6803 1.6518 0.9451 0.4195
H -0.6540 1.2489 -1.2108 0.2276
H -0.9048 -1.5010 -1.0295 0.4360
```

Results
LUMO level (eV): 0.578
Largest force on an atom (eV Å⁻¹): 1.2
ΔE to the lowest compared entry with this formula, charge and spin (kJ/mol): 210.8
HOMO-LUMO gap (eV): 8.9
HOMO energy (eV): -8.295
Net charge: 0

***

Record 17
Here is C2H3N3O in the gas phase at a distorted geometry from OMol25. Energies are from ωB97M-V with the def2-TZVPD basis set.

Geometry as XYZ:
```
9
Properties=species:S:1:pos:R:3:nbo_charge:R:1
O -2.8757 -0.3546 0.0074 -0.5019
N -1.3666 -0.2356 0.0577 -0.1767
C 0.0301 -0.7037 -0.0391 0.0128
C 1.1391 0.2650 -0.0996 -0.1566
N 2.3010 -0.3557 0.6135 -0.0018
N 2.4250 -0.3461 -0.5713 0.0017
H -1.4440 0.7466 0.0598 0.3754
H 0.0978 -1.8069 0.0843 0.2316
H 0.8822 1.2551 -0.0737 0.2155
```

Results
LUMO level (spin up / spin down) (eV): -1.009 / -1.010
Largest force on an atom (eV Å⁻¹): 7.7
ΔE to the lowest compared entry with this formula, charge and spin (kJ/mol): 739.9
Structure (SMILES): [O-]/[NH+]=C/C1N=N1
HOMO-LUMO gap (spin up / spin down) (eV): 7.8 / 7.9
HOMO energy (spin up / spin down) (eV): -8.789 / -8.952
Net charge: 0

***

Record 18
Here is C2H3N3O in the gas phase from OMol25. Energies are from ωB97M-V with the def2-TZVPD basis set.

Geometry as XYZ:
```
9
Properties=species:S:1:pos:R:3:nbo_charge:R:1
O 0.6589 1.9538 0.8876 -0.7403
C 0.0424 0.7218 0.6809 0.2889
N -0.7811 0.0842 1.3622 -0.6366
N -0.9704 -1.7808 -1.2348 -0.1632
N -0.2306 -0.9321 -0.8221 0.1024
C 0.4841 0.0929 -0.5838 0.0581
H 0.2658 2.2396 1.7279 0.4918
H -0.7760 -2.6646 -0.7337 0.3598
H 1.3069 0.2851 -1.2842 0.2390
```

Results
LUMO level (spin up / spin down) (eV): -1.221 / -1.220
Largest force on an atom (eV Å⁻¹): 0.9
ΔE to the lowest compared entry with this formula, charge and spin (kJ/mol): 550.8
HOMO-LUMO gap (spin up / spin down) (eV): 6.3 / 6.3
HOMO energy (spin up / spin down) (eV): -7.484 / -7.486
Net charge: 0

***

Record 19
Here is C2H3N3O in the gas phase at a distorted geometry from OMol25. Energies are from ωB97M-V with the def2-TZVPD basis set.

Geometry as XYZ:
```
9
Properties=species:S:1:pos:R:3:nbo_charge:R:1
C -0.3510 1.1029 0.5808 -0.6726
C 0.0170 -0.0850 -0.2560 0.5131
N 1.0049 -0.2565 -0.9905 -0.3511
N 1.0845 -1.5827 -1.2162 -0.0094
N 0.1279 -2.1988 -0.6778 0.0892
O -0.6247 -1.1433 0.0902 -0.3255
H 0.4204 0.9973 1.5781 0.2582
H -0.2393 2.1496 0.0717 0.2540
H -1.4397 1.0166 0.8197 0.2441
```

Results
LUMO level (eV): 0.426
Largest force on an atom (eV Å⁻¹): 4.5
ΔE to the lowest compared entry with this formula, charge and spin (kJ/mol): 293.5
Structure (SMILES): Cc1nnno1
HOMO-LUMO gap (eV): 12.0
HOMO energy (eV): -11.526
Net charge: 0

***

Record 20
Here is C2H3N3O in the gas phase at a distorted geometry from OMol25. Energies are from ωB97M-V with the def2-TZVPD basis set.

Geometry as XYZ:
```
9
Properties=species:S:1:pos:R:3:nbo_charge:R:1
C -1.1559 -0.6701 -0.0391 0.3317
N -1.1170 0.5812 -0.1050 -0.2922
N 0.0777 0.8809 0.3925 -0.4752
C 1.1615 0.2026 -0.0902 0.1832
N 1.1804 -1.0187 -0.0780 -0.1185
O -0.1931 -1.4800 0.3926 -0.3997
H -1.9690 -1.2333 -0.5891 0.1745
H 0.0742 1.8728 0.4541 0.3860
H 1.9413 0.8646 -0.3379 0.2102
```

Results
LUMO level (eV): 0.779
Largest force on an atom (eV Å⁻¹): 5.1
ΔE to the lowest compared entry with this formula, charge and spin (kJ/mol): 380.1
Structure (SMILES): C1=NNC=NO1
HOMO-LUMO gap (eV): 9.8
HOMO energy (eV): -9.042
Net charge: 0